Molecular formula: C35H37InN5O3
Method: DFT, ωB97M-V/def2-TZVPD

Each line ends with the Mulliken charge.
Element x y z (Å)
C1 16.9805 -7.1978 12.5199  0.619
C2 17.9229 -1.7193 15.3582  -0.852
C3 16.6491 -8.4422 13.0914  -0.048
H1 11.9754 -1.9969 8.2844  0.334
C4 15.3866 -4.0964 14.7308  -0.303
C5 18.1082 -2.3436 14.0824  0.769
C6 18.8186 -1.7161 12.9005  1.357
N1 15.0777 -3.9321 12.2499  -0.208
C7 16.4397 -2.6601 8.6197  -1.092
C8 16.4579 -1.1382 8.2983  -0.641
C9 20.2864 -0.0986 14.1696  -0.680
H2 17.0616 -2.0561 15.9792  0.276
H3 17.4194 -3.1455 8.4999  0.265
C10 18.8282 -0.8988 16.0091  -0.439
C11 11.7502 -1.5521 10.3589  -0.584
H4 15.6837 -7.6064 14.7966  0.394
C12 13.2069 -2.4152 12.2204  -0.700
C13 17.0557 -9.6280 12.4117  -0.689
C14 19.3230 -5.5945 9.3803  0.075
C15 17.1446 -6.0942 11.9858  -1.843
C16 16.6276 -10.8576 12.8913  -0.817
H5 13.1295 -2.5365 13.2751  0.248
H6 20.0733 -1.4593 10.5907  0.998
H7 17.7599 -9.5505 11.5638  0.266
C17 20.2940 -6.0825 10.5609  2.012
N2 18.6007 -2.3154 11.7364  -0.215
O1 18.4701 -4.6580 9.6210  -0.712
H8 20.8694 -7.8371 9.4776  0.378
C18 12.1627 -1.6479 11.6633  -0.726
C19 14.6931 -4.6436 13.4496  -1.636
H9 13.6245 -4.5664 13.5951  0.717
H10 22.0268 -5.6163 9.4115  0.419
H11 11.6134 -1.1057 12.4033  0.354
H12 18.9775 -2.4296 9.7089  0.248
N3 17.5974 -3.5212 13.7660  -0.118
H13 20.5802 0.2606 16.2151  0.326
H14 14.9945 -9.8923 15.7758  0.337
H15 17.2645 -4.1493 15.7450  0.703
H16 10.8359 -1.0297 10.1617  0.321
H17 14.9979 -4.6101 15.6229  0.447
C20 15.8291 -10.9120 14.0802  0.660
C21 18.2056 -0.4686 10.0948  -0.110
H18 19.4791 -8.0464 10.5833  0.215
N4 14.9916 -13.2069 14.9136  -0.581
O2 19.4827 -6.2459 8.3244  -0.754
H19 19.1322 -6.2787 12.2149  0.114
H20 15.6753 -0.6003 8.9132  0.247
H21 17.1078 -5.4005 14.5059  0.235
H22 16.7818 -11.7948 12.3517  0.398
In1 17.2303 -3.9890 11.5511  3.529
C22 17.7919 -0.4325 8.6243  -1.276
H23 15.8562 -3.2210 7.8702  0.593
H24 18.8252 0.4227 10.3298  0.586
C23 14.6707 -2.8431 10.2075  0.730
C24 19.6524 -0.5901 13.0282  -0.640
H25 21.1640 0.5310 13.8581  0.249
H26 16.1804 -0.9150 7.2635  0.372
C25 13.6750 -2.6779 9.1867  -1.002
H27 14.0736 -2.8617 8.1957  0.290
C26 20.4804 -7.5966 10.4775  -1.614
H28 19.9711 -0.1149 12.1029  0.143
C27 12.4603 -2.0460 9.2508  -0.259
C28 15.4027 -12.1700 14.5405  0.010
H29 21.1642 -7.9452 11.2395  0.434
H30 15.0216 -5.6686 13.3234  0.206
H31 21.5165 -4.2912 10.3975  0.251
C29 16.8819 -4.3453 14.7356  -1.460
H32 22.4030 -5.6383 11.1253  0.434
H33 17.7496 0.6267 8.2702  0.420
O3 19.8641 -5.6786 11.8827  -0.516
C30 19.9439 -0.1975 15.4856  -0.479
H34 15.1988 -3.0262 14.8105  0.354
C31 19.0173 -1.6986 10.5185  -1.819
C32 14.2922 -3.1044 11.6134  1.215
H35 18.6156 -0.7482 17.0915  0.283
H36 18.5926 -0.8185 7.9859  0.418
N5 15.9518 -2.9796 9.9523  -0.177
C33 15.5404 -9.7646 14.7930  -0.689
C34 21.6535 -5.3752 10.3825  -1.861
H37 17.3185 -0.3220 10.7477  0.185
C35 15.9174 -8.5418 14.2832  0.104

ΔE to the lowest compared entry with this formula, charge and spin ... 0.0 kcal per mole
Total charge ... -1
HOMO level ... -4.691 eV
Energy ... -55661.49282 eV

=====

Molecular formula: C5H4GdO4
Method: DFT, ωB97M-V/def2-TZVPD

Each line ends with the Mulliken charge.
Element x y z (Å)
O1 -0.4043 0.5139 -0.5117  -0.296
C1 2.5760 -0.6439 1.7178  0.210
H1 4.1556 -0.5457 0.0737  0.383
H2 -0.5162 2.7685 -3.3284  0.433
O2 -1.3952 -0.8432 0.8898  -0.147
O3 -2.4765 -0.2932 -0.9530  -0.336
O4 1.6104 -0.7879 2.5696  -0.527
C2 3.3987 -0.5256 0.8367  -0.333
C3 -0.4742 2.1045 -2.4828  0.264
H3 -2.4293 0.2978 -1.7275  0.320
Gd1 -2.8615 -2.3411 2.4875  1.286
C4 -0.4674 1.3581 -1.5379  -0.384
C5 -1.4483 -0.2570 -0.1819  0.845
H4 0.7323 -0.8052 2.1481  0.281

ΔE to the lowest compared entry with this formula, charge and spin ... 0.0 kcal per mole
2S+1 ... 9
Total charge ... +2
Expectation value of S² ... 20.02
HOMO level (alpha / beta) ... -14.149 / -14.147 eV
Energy ... -34250.64877 eV

=====

Molecular formula: C9H33AgB2N2O3
Method: DFT, ωB97M-V/def2-TZVPD

Each line ends with the Mulliken charge.
Element x y z (Å)
Ag1 -5.6281 -17.5976 -20.2003  0.734
H1 -5.6417 -24.7478 -13.8025  0.293
H2 -8.4917 -19.9735 -16.9073  0.264
H3 -5.6150 -16.6748 -24.5541  -0.165
H4 -7.0306 -26.8294 -15.2127  0.343
B1 -6.6552 -16.6993 -24.8398  -0.291
H5 -4.0278 -24.5506 -14.6076  0.343
C1 -10.0514 -19.0632 -15.0907  -1.435
H6 -6.2499 -27.4572 -16.6433  0.318
O1 -1.3924 -14.8184 -20.6762  -0.753
C2 -1.3185 -13.4529 -20.4912  -0.611
C3 -5.6598 -16.9697 -14.5852  -0.753
N1 -8.7324 -19.0302 -17.1763  -0.625
H7 -5.2943 -24.3901 -17.0868  0.292
H8 -5.7812 -29.9598 -15.9284  0.314
H9 -8.1212 -17.4023 -14.2180  0.363
H10 -10.5013 -18.4844 -14.2841  0.377
H11 -9.7845 -20.0973 -14.8729  0.373
H12 -9.5948 -19.2173 -17.6676  0.259
H13 -4.7438 -16.7234 -15.1221  0.270
C4 -6.0704 -27.1574 -15.6109  -0.681
N2 -5.9619 -24.9923 -16.6265  -0.729
C5 -7.7378 -18.0532 -15.0038  -0.892
H14 -6.1872 -25.5268 -17.4534  0.254
H15 -6.0044 -16.0548 -14.1032  0.302
H16 -0.4333 -13.0702 -19.9833  0.183
C6 -5.1559 -25.9188 -15.7793  0.346
C7 -5.8567 -29.4430 -14.9717  -0.822
H17 -5.6041 -17.6707 -13.7524  0.298
H18 -5.3258 -30.0327 -14.2243  0.274
C8 -8.9842 -18.3210 -15.9133  0.411
H19 -7.1942 -16.4853 -23.9299  -0.194
H20 -7.4242 -18.8985 -14.3913  0.437
H21 -6.9036 -29.5571 -14.6906  0.319
H22 -2.7665 -22.2356 -21.8787  -0.169
H23 -2.1546 -12.9805 -19.9755  0.178
H24 -4.2162 -21.2698 -21.6270  -0.202
H25 -7.0397 -17.6399 -25.2027  -0.148
H26 -9.2275 -17.2777 -16.1146  0.246
O2 -5.3855 -28.0907 -14.7375  -0.285
H27 -10.9992 -19.2433 -15.5981  0.417
H28 -1.4154 -12.8129 -21.3682  0.201
H29 -2.6879 -20.7729 -20.9877  -0.163
B2 -3.1598 -21.2315 -21.8430  -0.272
H30 -4.3880 -25.9718 -13.7809  0.332
H31 -4.2264 -26.2624 -16.2333  0.296
C9 -4.8658 -25.2180 -14.4066  -1.206
H32 -2.9478 -20.7506 -22.7853  -0.162
H33 -6.8775 -15.9561 -25.5899  -0.170
O3 -6.5903 -17.4256 -15.6424  -0.309

ΔE to the lowest compared entry with this formula, charge and spin ... 209.5 kcal per mole
Total charge ... -2
HOMO level ... -0.964 eV
Energy ... -24329.48949 eV

=====

Molecular formula: C6H5ClFNO2S
Method: DFT, ωB97M-V/def2-TZVPD

Each line ends with the Mulliken charge.
Element x y z (Å)
N1 1.5121 0.7554 1.0910  1.112
C1 -1.4826 0.7325 0.0358  -0.248
O1 1.8089 1.8353 0.6903  -0.574
H1 -1.2892 -1.7388 -1.2892  0.158
S1 -0.5611 -2.4973 -0.4448  -0.150
C2 -0.0475 -1.1287 0.6247  -0.324
F1 1.2481 0.8410 -2.2929  -0.299
H2 -1.8846 -0.6452 1.7092  0.436
H3 0.5656 -1.4887 1.5911  0.434
C3 -0.6217 1.1318 -1.0866  -0.138
H4 -2.5061 1.1889 0.0299  0.326
C4 -1.2942 -0.3171 0.8683  -0.814
C5 0.5804 0.5775 -1.2051  0.008
Cl1 2.4291 -1.2031 -0.4917  -0.135
C6 1.1157 -0.1703 -0.0215  0.534
H5 -0.9478 1.8248 -1.9850  0.274
O2 1.3750 0.3019 2.1764  -0.599

ΔE to the lowest compared entry with this formula, charge and spin ... 73.4 kcal per mole
Total charge ... 0
HOMO level ... -9.009 eV
Energy ... -37958.23228 eV
SMILES ... O=[N+]([O-])[C@]1(Cl)C(F)=CC=C[C@H]1S

=====

Molecular formula: C4H11N3
Method: DFT, ωB97M-V/def2-TZVPD

Each line ends with the Mulliken charge.
Element x y z (Å)
H1 2.1285 1.0027 1.2144  0.421
H2 0.9299 -1.4647 1.7122  0.267
H3 -1.1781 1.0971 1.3210  0.275
H4 -0.6801 -1.3691 1.4917  0.285
C1 -0.1570 -0.7955 -0.8237  -0.016
H5 -0.3295 1.9149 -0.0622  0.257
H6 1.5807 -1.2437 -1.5710  0.281
N1 -0.5649 1.1154 0.5154  -0.588
H7 -2.5115 -0.6056 -0.3053  0.280
C2 0.3617 0.0052 0.4187  1.274
C3 1.8000 0.4894 0.3063  -1.882
H8 1.9196 1.1718 -0.5394  0.416
N2 0.1615 -0.8096 1.6084  -0.743
H9 -2.0611 -0.0837 -1.9659  0.380
H10 2.4703 -0.3584 0.1241  0.384
H11 -2.4435 1.1140 -0.8111  0.322
C4 -1.9887 0.1296 -0.9052  -0.927
N3 0.5621 -1.3098 -1.7286  -0.685

ΔE to the lowest compared entry with this formula, charge and spin ... 113.0 kcal per mole
Total charge ... 0
HOMO level ... -8.024 eV
Energy ... -8792.71789 eV

=====

Molecular formula: C4H9NO
Method: DFT, ωB97M-V/def2-TZVPD

Each line ends with the Mulliken charge.
Element x y z (Å)
H1 1.0187 -1.2962 0.4916  0.290
H2 2.0919 2.9565 0.5786  0.320
H3 -2.0350 -1.1657 -1.8335  0.242
H4 -0.2363 -0.4641 1.4623  0.317
H5 0.3083 -0.0044 -1.5072  0.272
O1 2.8035 2.9651 1.2582  -0.653
C1 -2.3897 -1.4736 -0.0227  0.189
H6 -0.8203 -2.2748 -1.1331  0.296
H7 3.6400 2.9973 0.7411  0.328
H8 -1.0163 0.7266 -0.5547  0.284
C2 -1.3488 -1.3146 -0.9777  -0.389
C3 0.4308 -0.3680 0.5891  -0.978
H9 1.1246 0.4708 0.7671  0.204
N1 -3.1751 -1.5720 0.8135  -0.423
C4 -0.3965 -0.1831 -0.6725  -0.297

ΔE to the lowest compared entry with this formula, charge and spin ... 30.7 kcal per mole
Total charge ... 0
HOMO level ... -11.417 eV
Energy ... -7830.98706 eV
SMILES ... CCCC#N.O

=====

- Among the records above, which one has the highest energy?
  C4H9NO

=====

- Which value of total charge does entry 6 give?
  0

=====

- Number 3 is which compound?
  C9H33AgB2N2O3

=====

Repeat the fourth record exactly.
Molecular formula: C6H5ClFNO2S
Method: DFT, ωB97M-V/def2-TZVPD

Each line ends with the Mulliken charge.
Element x y z (Å)
N1 1.5121 0.7554 1.0910  1.112
C1 -1.4826 0.7325 0.0358  -0.248
O1 1.8089 1.8353 0.6903  -0.574
H1 -1.2892 -1.7388 -1.2892  0.158
S1 -0.5611 -2.4973 -0.4448  -0.150
C2 -0.0475 -1.1287 0.6247  -0.324
F1 1.2481 0.8410 -2.2929  -0.299
H2 -1.8846 -0.6452 1.7092  0.436
H3 0.5656 -1.4887 1.5911  0.434
C3 -0.6217 1.1318 -1.0866  -0.138
H4 -2.5061 1.1889 0.0299  0.326
C4 -1.2942 -0.3171 0.8683  -0.814
C5 0.5804 0.5775 -1.2051  0.008
Cl1 2.4291 -1.2031 -0.4917  -0.135
C6 1.1157 -0.1703 -0.0215  0.534
H5 -0.9478 1.8248 -1.9850  0.274
O2 1.3750 0.3019 2.1764  -0.599

ΔE to the lowest compared entry with this formula, charge and spin ... 73.4 kcal per mole
Total charge ... 0
HOMO level ... -9.009 eV
Energy ... -37958.23228 eV
SMILES ... O=[N+]([O-])[C@]1(Cl)C(F)=CC=C[C@H]1S